Record 1
Computed, not measured: C18H37ClN5O6PV as an isolated structure, with wB97M-V/def2-TZVPD.

The geometry in XYZ format:
```
69
Properties=species:S:1:pos:R:3:forces:R:3
V -0.385 -0.853 -0.859 0.0730 0.4126 0.2528
C 3.151 -2.406 0.772 -0.0102 0.0763 -0.0440
C 2.557 -1.016 0.687 0.1007 -0.0286 0.0518
C 2.144 -0.320 1.827 0.1608 0.1429 0.0627
C 2.280 -0.925 3.208 0.1355 0.1030 0.0518
C 1.632 0.988 1.715 0.1031 -0.0208 0.1413
C 1.339 1.780 2.971 -0.0458 0.0345 -0.0468
C 1.417 1.543 0.456 -0.2088 -0.0515 0.0716
C 0.760 2.896 0.298 0.0407 0.0864 -0.1045
C 1.860 0.862 -0.692 -0.0821 -0.0487 -0.2573
C 1.829 1.550 -2.039 0.0555 0.1427 0.0458
C 2.498 -0.381 -0.572 0.0857 -0.0755 -0.0207
C 3.328 -0.908 -1.729 0.0004 -0.0133 0.1652
H 4.242 -2.371 0.833 -0.0221 0.0203 0.0079
H 2.894 -3.000 -0.105 -0.0060 0.0274 0.0279
H 2.813 -2.954 1.647 -0.0153 -0.0106 0.0137
H 2.270 -2.012 3.193 0.0443 0.0484 -0.0048
H 1.476 -0.599 3.870 0.1466 0.0331 -0.0714
H 3.225 -0.628 3.675 -0.0576 0.0012 -0.0546
H 1.430 2.853 2.810 -0.0078 -0.0324 -0.0501
H 2.042 1.532 3.762 0.0106 -0.0143 -0.0047
H 0.333 1.578 3.358 0.1175 0.0494 -0.0298
H 1.496 3.702 0.204 -0.0239 -0.0517 0.0565
H 0.129 3.139 1.157 0.0179 -0.0331 0.0024
H 0.158 2.914 -0.616 0.0741 0.0079 0.2073
H 2.603 2.323 -2.091 -0.0386 -0.0395 -0.0114
H 0.872 2.040 -2.221 0.0565 -0.0234 -0.0042
H 2.006 0.855 -2.854 0.0150 -0.0368 -0.0267
H 2.753 -1.261 -2.578 -0.1788 -0.0724 -0.1213
H 3.980 -1.719 -1.418 -0.0432 0.0078 -0.0010
H 3.976 -0.113 -2.100 -0.0266 0.0206 0.0277
C -0.255 -2.914 4.316 -0.0552 0.1540 -0.2011
N -0.582 -1.974 3.236 -0.1103 -0.2326 0.1305
C -1.274 -0.794 3.371 -0.0557 -0.1143 0.0089
C -1.332 -0.246 2.126 0.0906 -0.2218 -0.1163
N -0.677 -1.071 1.234 -0.1927 -0.1337 0.2911
C -0.242 -2.103 1.945 -0.2637 0.2095 0.0812
H 0.267 -2.393 5.113 0.0232 0.0490 0.0035
H 0.390 -3.695 3.923 0.0030 -0.0002 -0.0439
H -1.160 -3.367 4.709 -0.0820 0.0011 -0.0061
H -1.664 -0.463 4.324 0.0674 -0.0588 -0.1468
H -1.798 0.675 1.812 0.0444 -0.0761 0.0113
H 0.330 -2.936 1.563 -0.0394 0.0354 0.0093
N -2.462 -1.712 -0.900 0.1377 0.0222 -0.0216
H -2.771 -2.231 -1.713 -0.0495 -0.0665 -0.1138
H -3.197 -1.056 -0.637 -0.0305 0.0543 -0.0188
H -2.423 -2.400 -0.155 0.0243 -0.0819 0.0980
O 0.156 -1.086 -2.971 0.1725 -0.2335 0.0810
Cl 0.048 -2.589 -2.925 -0.0819 -0.1958 -0.0148
O 1.057 -3.193 -3.689 -0.1462 0.1639 0.1315
O -1.278 -2.929 -3.365 0.2887 0.1215 0.0027
O 0.200 -2.870 -1.485 0.0311 -0.0940 -0.2468
N -1.991 0.076 -4.037 -0.5049 0.5441 -0.0334
C -2.943 1.101 -3.459 0.1963 -0.1865 -0.0996
P -2.647 1.470 -1.666 0.1054 -0.0543 0.0655
O -3.789 1.031 -0.830 -0.0907 0.0172 0.0688
O -1.240 1.057 -1.323 0.0253 -0.1390 -0.1773
C -2.697 3.312 -1.571 -0.1015 0.0430 0.2526
N -2.898 3.603 -0.094 0.0523 -0.0006 -0.5175
H -1.891 0.184 -5.046 -0.0486 0.0619 -0.1195
H -2.293 -0.885 -3.883 -0.1454 -0.2737 0.1081
H -1.049 0.096 -3.627 0.1739 0.0711 0.1526
H -3.962 0.740 -3.576 -0.0262 -0.0566 -0.0409
H -2.844 2.014 -4.043 0.0795 0.0150 -0.0740
H -3.564 3.701 -2.102 -0.0339 0.0523 0.0301
H -1.795 3.809 -1.915 0.0541 0.0387 0.0638
H -3.172 4.566 0.088 -0.0591 0.1655 -0.0348
H -2.040 3.417 0.422 0.2395 -0.0628 0.0918
H -3.623 2.968 0.258 -0.1629 -0.1987 0.0113
```
Positions in Å, forces in eV/Å.

For the calculated total energy, the calculation gives -86485.0184 eV. Its spin multiplicity is 4. Its HOMO energy (alpha / beta) is -13.118 / -13.534 eV. The value obtained for the orbital gap (alpha / beta) is 7.756 / 8.169 eV. As for the molecular weight: 536.89 g mol⁻¹. As for the charge: +2.

Results of the natural (NBO) charge analysis, in e, for atoms 1 through 5: number 1, V, carries 1.25; number 2, C, carries -0.65; number 3, C, carries 0.00; number 4, C, carries 0.01; number 5, C, carries -0.65

---

Record 2
Computed, not measured: a 4-piece molecular cluster, C18H37FN2O8S4 overall in a non-equilibrium geometry, with wB97M-V/def2-TZVPD.

The geometry in XYZ format:
```
70
Properties=species:S:1:pos:R:3:forces:R:3
C -4.276 0.893 0.128 0.6958 -0.5389 0.7130
C -3.135 -0.152 0.185 -0.3425 0.2693 -0.6326
C -2.156 0.103 -0.974 -0.0188 0.1680 0.7663
C -2.524 -0.078 1.605 -0.8688 -0.1772 -0.1309
N -1.080 -0.219 1.723 0.1296 0.0516 0.5876
C -0.196 0.907 1.434 0.8456 0.1041 -0.1937
C 0.475 1.518 2.631 0.1563 -0.1258 0.6167
N 0.359 2.746 2.858 -0.3392 0.8998 0.0519
S -0.456 -1.672 1.871 0.1211 -0.3159 -0.7861
O 0.949 -1.631 1.942 1.2461 0.7070 0.5583
O -1.009 -2.558 0.923 -1.1288 -0.7989 -0.2191
F -0.943 -2.182 3.274 -0.2481 0.3095 -0.0464
H -3.829 1.848 0.417 -0.2437 0.1966 -0.3295
H -5.010 0.639 0.899 -0.2511 0.1197 -0.2287
H -4.728 0.943 -0.859 -0.0864 0.0603 0.0444
H -3.595 -1.132 0.034 0.2350 -0.1102 0.1635
H -2.066 1.183 -1.145 0.0901 -0.7975 0.0941
H -1.175 -0.314 -0.733 -0.0342 -0.0665 -0.2784
H -2.525 -0.383 -1.875 0.0395 0.0487 -0.0465
H -2.831 0.865 2.063 0.4418 0.0854 0.0547
H -3.003 -0.843 2.222 0.1669 -0.0368 0.0277
H -0.749 1.681 0.906 -0.1974 -0.0625 0.1392
H 0.597 0.592 0.748 -0.1232 -0.0835 -0.0327
H 1.109 0.953 3.323 -0.2175 -0.6889 -0.4275
H 0.886 2.990 3.697 0.0606 0.1092 -0.1256
C -0.424 5.917 -3.417 0.0587 -0.0835 -0.0627
C -0.733 5.004 -4.611 -0.0369 0.0578 0.0329
C -0.510 3.558 -4.151 0.0094 0.1325 -0.4225
S -0.819 3.541 -2.383 -0.1785 0.2562 -0.1415
O 0.410 3.231 -1.700 -0.0949 -0.2004 0.0958
O -2.035 2.809 -2.115 0.2355 0.5262 -0.1545
C -1.137 5.293 -2.222 0.0543 0.3709 -0.0654
H -0.759 6.939 -3.592 0.0075 -0.0051 0.0157
H 0.653 5.940 -3.238 -0.0169 0.0172 0.0381
H -1.774 5.138 -4.912 0.0050 -0.0073 0.0217
H -0.110 5.241 -5.472 -0.0078 -0.0227 0.0018
H -1.192 2.865 -4.638 0.0308 -0.1087 0.1376
H 0.518 3.238 -4.312 -0.0008 -0.0366 0.1337
H -0.765 5.645 -1.262 -0.0159 -0.1661 0.0584
H -2.215 5.441 -2.284 -0.0039 -0.0759 0.0258
C 6.136 -0.356 4.176 -0.0903 -0.0274 -0.0590
C 5.731 -0.446 2.699 0.0676 0.0127 0.0308
C 4.491 0.436 2.508 0.0661 -0.3523 -0.2049
S 4.599 1.726 3.754 0.2090 -0.1227 -0.1934
O 3.504 1.560 4.681 -0.0694 0.2096 -0.0644
O 4.866 2.988 3.115 -0.2268 0.1126 0.1630
C 6.096 1.128 4.528 0.2183 -0.2970 0.1546
H 7.123 -0.781 4.351 -0.0096 0.0072 0.0133
H 5.418 -0.904 4.789 0.0195 0.0243 0.0263
H 6.546 -0.075 2.075 -0.0072 0.0142 0.0183
H 5.530 -1.473 2.397 -0.0206 0.0184 -0.0087
H 4.465 0.896 1.523 -0.1118 0.1265 0.0734
H 3.571 -0.122 2.681 -0.0281 0.0808 0.0564
H 6.056 1.318 5.598 -0.1038 0.1237 -0.0344
H 6.934 1.663 4.082 -0.0579 0.0604 -0.0176
C -1.201 -6.446 -1.351 -0.1189 0.0081 -0.0990
C -1.681 -6.595 -2.800 0.0514 -0.0209 0.0284
C -2.915 -5.701 -2.968 0.0865 -0.3592 -0.2380
S -2.727 -4.359 -1.786 0.3856 0.0013 0.0347
O -3.776 -4.463 -0.803 -0.0953 0.1582 -0.0846
O -2.475 -3.131 -2.497 -0.2638 0.0811 0.0862
C -1.202 -4.948 -1.063 0.2131 -0.3982 0.1233
H -0.212 -6.879 -1.205 -0.0092 0.0075 0.0159
H -1.895 -6.956 -0.678 0.0251 0.0196 0.0259
H -0.892 -6.266 -3.480 -0.0069 0.0172 0.0183
H -1.911 -7.632 -3.046 -0.0100 0.0187 -0.0192
H -2.982 -5.285 -3.970 -0.1044 0.1259 0.0720
H -3.833 -6.233 -2.725 -0.0237 0.0977 0.0774
H -1.183 -4.711 -0.004 -0.1010 0.1835 -0.0567
H -0.379 -4.449 -1.573 -0.0582 0.0873 0.0072
```
Positions in Å, forces in eV/Å.

For the calculated total energy, the calculation gives -84682.9419 eV. Its HOMO energy is -9.433 eV. The value obtained for the orbital gap is 10.112 eV. As for the molecular weight: 556.77 g mol⁻¹. As for the charge: 0.

Results of the natural (NBO) charge analysis, in e, for atoms 1 through 5: number 1, C, carries -0.60; number 2, C, carries -0.23; number 3, C, carries -0.64; number 4, C, carries -0.22; number 5, N, carries -0.71

---

Record 3
Computed, not measured: C18H37OP3RuSe as an isolated structure in a non-equilibrium geometry, with wB97M-V/def2-TZVPD.

The geometry in XYZ format:
```
61
Properties=species:S:1:pos:R:3:forces:R:3
Ru -0.515 0.046 -0.557 0.8709 -0.7058 0.7114
P -1.712 -1.725 0.061 -2.0256 -3.3370 1.6437
P 0.984 -0.317 1.161 1.1083 0.6944 2.1137
P 1.005 -1.019 -1.857 2.6260 -0.5119 -1.3354
H -3.526 2.634 -4.562 -0.0346 -0.6870 0.2121
C -3.433 1.549 -4.761 -1.3890 2.1949 -1.4632
C -3.065 0.599 -3.857 0.3817 -1.8629 0.5628
H -2.604 0.805 -2.907 0.0904 0.2623 0.1692
C -3.182 -1.286 1.101 0.0978 0.5206 -0.2341
C -1.125 -3.228 1.038 0.1796 0.5651 -0.3520
C -2.492 -2.484 -1.418 -0.0026 -0.2074 -0.1610
C 2.082 1.150 1.259 0.0687 0.0018 -0.5932
C 0.185 -0.147 2.817 -0.4688 -0.3294 -0.5074
C 2.171 -1.751 1.388 -0.4876 -0.1973 -0.5829
C 0.479 -0.749 -3.561 -0.2760 0.2158 -0.2506
C 1.402 -2.803 -1.793 -0.2981 -0.0932 0.1487
C 2.693 -0.321 -1.911 0.0355 0.0066 -0.0751
H -3.792 1.250 -5.746 0.2892 -0.0319 -0.1209
H -3.243 -0.443 -4.141 -0.0391 0.1782 0.2950
H -3.805 -0.553 0.554 0.1982 -0.3258 0.4253
H -2.847 -0.855 2.062 -0.2510 -0.1683 -0.4184
H -3.763 -2.208 1.288 0.2743 0.3681 -0.1139
H -0.760 -2.942 2.042 -0.1939 -0.0957 -0.5005
H -0.339 -3.778 0.504 -0.2125 0.1443 0.1569
H -1.997 -3.891 1.165 0.2783 0.2883 -0.0957
H -3.137 -1.742 -1.909 0.0635 -0.2255 0.1297
H -3.121 -3.351 -1.114 0.3943 0.5757 -0.1526
H -1.734 -2.835 -2.137 -0.2899 0.0384 0.2375
H 2.837 1.073 2.058 -0.3373 -0.1685 -0.2448
H 1.438 2.008 1.460 0.0303 0.0214 0.1062
H 2.584 1.311 0.297 0.0410 -0.0085 0.2665
H 0.925 -0.231 3.627 -0.1080 -0.0288 -0.3667
H -0.593 -0.914 2.954 0.2713 0.2925 0.1298
H -0.281 0.847 2.859 0.0617 -0.2609 0.0677
H 2.712 -1.670 2.348 -0.4616 0.3710 -0.2654
H 2.933 -1.802 0.597 -0.3089 0.1141 0.2586
H 1.625 -2.705 1.400 0.1468 0.2846 0.0229
H 1.142 -1.299 -4.237 -0.1704 0.0547 -0.0109
H 0.548 0.324 -3.778 -0.0088 -0.1320 -0.0572
H -0.552 -1.082 -3.702 0.0444 -0.1073 -0.1697
H 1.979 -3.021 -2.702 -0.1372 0.0363 0.1626
H 0.507 -3.429 -1.784 0.1081 0.0066 -0.0458
H 2.022 -3.056 -0.928 -0.1745 0.0974 -0.1686
H 3.234 -0.834 -2.717 -0.0274 0.1388 0.1663
H 3.232 -0.485 -0.974 -0.0574 0.0512 -0.2254
H 2.661 0.751 -2.129 0.0021 -0.1438 0.0256
C 1.130 3.647 -2.979 -0.5125 -0.0374 0.0989
C -0.242 3.454 -3.304 -0.1840 -0.3217 0.4638
C -0.592 3.095 -4.616 0.7940 0.1007 1.2321
C 0.362 3.039 -5.633 -0.0228 -0.3581 -0.2365
C 1.699 3.216 -5.328 0.7921 0.0652 0.6416
C 2.095 3.479 -3.998 0.1227 0.5321 -0.1787
Se 1.907 4.398 -1.328 1.0558 0.5948 -2.3820
H 1.435 3.921 -0.055 -1.2623 -0.7038 0.3679
H -1.020 3.582 -2.530 0.4824 -0.0847 -0.5056
H -1.603 2.787 -4.799 -0.3343 0.5130 -0.3200
H 0.103 2.815 -6.672 -0.1273 0.1064 0.4009
H 2.435 3.126 -6.139 -0.1735 0.1480 0.5832
H 3.146 3.622 -3.739 -0.1470 -0.0500 -0.3355
O -2.175 2.189 0.882 3.0671 -2.5468 -2.5542
C -1.423 1.525 0.264 -3.4525 4.1486 3.2232
```
Positions in Å, forces in eV/Å.

For the calculated total energy, the calculation gives -117061.4562 eV. Its spin multiplicity is 5. Its HOMO energy (alpha / beta) is -19.338 / -21.283 eV. The value obtained for the orbital gap (alpha / beta) is 5.818 / 4.157 eV. As for the molecular weight: 542.45 g mol⁻¹. As for the charge: +4.

Results of the natural (NBO) charge analysis, in e, for atoms 1 through 5: number 1, Ru, carries -0.05; number 2, P, carries 0.97; number 3, P, carries 1.25; number 4, P, carries 1.04; number 5, H, carries 0.26

---

Record 4
Computed, not measured: a 5-piece molecular cluster, C18H38F3N5O7P overall in a non-equilibrium geometry, with wB97M-V/def2-TZVPD.

The geometry in XYZ format:
```
72
Properties=species:S:1:pos:R:3:forces:R:3
O 1.021 -4.743 4.518 -0.7440 2.0449 -3.6054
P 0.598 -3.945 3.289 -0.1784 -2.6429 3.3607
O 0.136 -4.921 1.965 0.3627 2.5491 1.4885
O -0.817 -3.082 3.754 2.3153 -0.7514 -2.4367
C 1.969 -2.761 2.677 -0.3968 0.6960 0.2755
C 1.266 -1.730 1.671 0.1231 -0.0883 0.6358
C 1.036 -0.220 2.100 -0.0955 -1.5894 -2.7012
N 0.682 0.375 0.952 0.5733 0.3810 2.5504
C 0.332 1.804 0.953 -2.2590 1.1513 -0.9370
F -0.703 1.963 1.904 2.8737 0.1714 -1.9288
F 1.406 2.642 1.223 -2.8551 -2.1279 -0.7327
F -0.264 2.078 -0.328 2.1406 -0.5456 3.4410
C 0.665 -0.497 -0.293 2.9046 -0.9362 -0.6088
C 1.727 -1.644 0.141 -1.7842 -0.8504 1.0558
H -0.363 -4.388 1.309 0.3056 -0.6124 0.3074
H -1.321 -2.886 2.935 -0.1944 0.0006 0.8185
H 2.842 -3.337 2.215 -1.4841 0.6863 0.4045
H 2.405 -2.246 3.607 -0.8230 -0.7710 -1.2728
H 0.182 -2.119 1.571 1.2392 0.9383 0.0900
H 1.139 0.250 3.132 -0.3221 -0.3397 -1.6410
H 1.213 0.099 -1.085 -1.5384 -0.6008 0.5891
H -0.339 -0.959 -0.540 1.0900 1.1396 0.4296
H 2.817 -1.466 -0.117 -1.3010 0.1135 0.5942
H 1.442 -2.682 -0.250 0.4612 1.8175 0.0325
C -2.471 6.739 -0.652 -0.0854 -0.0106 0.0840
O -3.399 7.508 -0.781 0.0959 -0.3145 0.2227
N -2.394 5.746 0.281 0.2370 0.1970 -0.4463
C -1.250 4.864 0.374 -0.3700 0.2147 0.1888
C -3.496 5.571 1.208 -0.1127 0.3128 -0.1789
H -1.584 6.787 -1.306 0.0792 -0.0815 0.0339
H -1.572 3.832 0.226 0.0531 0.0894 0.0173
H -0.807 4.970 1.368 0.1774 -0.1489 -0.0479
H -0.501 5.115 -0.380 -0.1144 0.0481 0.0296
H -4.410 5.368 0.645 -0.0524 0.0299 0.1690
H -3.634 6.493 1.778 -0.1466 -0.1313 0.0397
H -3.293 4.746 1.890 0.1124 0.1250 -0.0563
C 1.002 -3.408 -3.355 -0.4859 -0.1551 -0.2423
O 1.589 -3.027 -2.352 -0.4453 0.0199 -0.1592
N -0.346 -3.543 -3.478 0.9290 0.0908 0.0111
C -0.964 -4.004 -4.708 -0.1916 0.0179 0.1266
C -1.191 -3.218 -2.349 0.2783 -0.0275 0.0582
H 1.547 -3.682 -4.271 -0.0664 -0.0085 0.0034
H -1.644 -3.232 -5.076 -0.0035 -0.1390 -0.1216
H -1.526 -4.918 -4.504 -0.0095 0.0366 -0.1828
H -0.212 -4.210 -5.470 -0.0143 0.0426 0.1418
H -1.033 -2.173 -2.072 -0.1688 -0.0327 0.0213
H -0.916 -3.852 -1.501 -0.1353 0.0530 0.0484
H -2.240 -3.376 -2.599 0.1447 0.0082 -0.0148
C -5.075 -0.165 2.388 -0.0502 0.4474 -0.0052
O -4.272 -0.993 1.991 0.2222 0.2369 -0.0736
N -4.964 1.180 2.212 -0.2144 -0.7678 0.1802
C -5.957 2.111 2.713 0.1861 0.0968 -0.1374
C -3.813 1.694 1.501 0.0012 -0.3508 -0.0007
H -5.982 -0.457 2.939 0.0008 0.0693 -0.0127
H -6.374 2.673 1.874 -0.0982 0.0663 0.1547
H -5.479 2.800 3.413 -0.1873 0.0544 0.0084
H -6.763 1.584 3.225 0.1234 -0.0179 -0.0679
H -3.793 1.266 0.495 0.1449 0.1089 -0.0065
H -2.906 1.392 2.028 -0.0434 0.0707 -0.1214
H -3.855 2.780 1.436 -0.1102 -0.1456 0.0316
C 5.977 -1.328 -0.942 0.3690 0.3429 -0.5346
O 4.879 -1.730 -0.593 -0.2173 0.1914 -0.0353
N 6.231 -0.622 -2.074 -0.0567 -0.4436 0.7996
C 7.567 -0.178 -2.422 -0.1380 0.0502 -0.1492
C 5.130 -0.303 -2.963 -0.1471 -0.2084 0.1468
H 6.879 -1.516 -0.339 0.0127 0.0133 -0.0603
H 7.572 0.912 -2.498 0.1731 -0.0551 -0.0387
H 7.847 -0.612 -3.385 0.1436 0.1022 0.0608
H 8.290 -0.487 -1.667 -0.1341 -0.0085 -0.0358
H 4.388 0.285 -2.418 -0.0516 -0.0050 -0.1580
H 4.662 -1.231 -3.301 -0.0943 0.1399 -0.0432
H 5.486 0.262 -3.824 0.0476 -0.0575 0.1439
```
Positions in Å, forces in eV/Å.

For the calculated total energy, the calculation gives -58499.7324 eV. Its HOMO energy is -11.336 eV. The value obtained for the orbital gap is 6.083 eV. As for the molecular weight: 524.50 g mol⁻¹. As for the charge: +1.

Results of the Mulliken charge analysis, in e, for atoms 1 through 5: number 1, O, carries -0.63; number 2, P, carries 0.80; number 3, O, carries -0.46; number 4, O, carries -0.48; number 5, C, carries -0.44